An isolated ion of composition FHI2OP and charge +1 at a distorted geometry, computed with the ωB97M-V functional and the def2-TZVPD basis.

Computed properties:
- Energy relative to the best compared isomer or geometry (same formula, charge and spin): 0.00 kJ/mol
- Net charge: +1
- Calculated total energy: -30265.6473 eV
- Kohn-Sham gap: 8.98 eV
- LUMO energy: -6.227 eV

Element x y z (Å)
1 H -0.07927 1.09736 1.65822
2 P -0.02897 -0.16694 -0.25959
3 O 0.12326 0.27182 1.24330
4 I -0.05560 1.69293 -1.70863
5 I 1.51906 -1.92120 -0.47512
6 F -1.47848 -0.97397 -0.45818